Record 1
Density functional theory data (wB97M-V/def2-TZVPD) for an isolated ion of composition C5H7N2 and charge +1 in a non-equilibrium geometry.

## Properties
spin multiplicity = 1
E_LUMO = -5.745 eV
structure (SMILES) = C=[N+]=C[C@@H](C)C#N
F_max = 5.0 eV/A
frontier orbital gap = 10.311 eV
charge = +1

```
14
C5H7N2 (wB97M-V/def2-TZVPD)
C 0.4522 1.4736 -0.0989
C -0.2821 -0.7885 -0.2560
C -2.7185 -0.0549 0.0615
C 0.7256 0.1229 0.4216
C 2.1272 -0.2227 -0.1209
N -1.5355 -0.5072 -0.0766
N 0.0562 2.4720 -0.4771
H -0.0208 -1.7931 -0.4244
H -3.2398 0.3387 -0.8536
H -3.3249 -0.2163 0.9823
H 0.6097 -0.0410 1.4585
H 2.7040 0.5926 0.3823
H 2.1000 -0.0918 -1.2463
H 2.3467 -1.2842 0.2476
```


Record 2
Density functional theory data (wB97M-V/def2-TZVPD) for an isolated ion of composition C5H7N2 and charge +1 in a non-equilibrium geometry.

## Properties
spin multiplicity = 1
E_LUMO = -4.283 eV
structure (SMILES) = C#C[C@H](N)C#[N+]C
F_max = 4.6 eV/A
frontier orbital gap = 10.425 eV
charge = +1

```
14
C5H7N2 (wB97M-V/def2-TZVPD)
C 0.0101 -0.4172 1.5688
C -0.3152 -0.1445 -0.4663
C 0.3986 0.2919 2.4577
C -0.4274 -1.2957 0.3322
C -0.1691 2.0140 -1.6674
N -0.3997 0.8083 -1.1146
N 0.3451 -2.3461 -0.0277
H 0.7912 0.8874 3.3355
H -1.4101 -1.6026 0.4684
H 0.4203 2.6437 -0.9565
H 0.4113 1.8211 -2.5551
H -1.1021 2.6447 -1.9544
H 0.1290 -3.1015 0.5867
H 1.3179 -2.2035 -0.0072
```